The following is a quantum chemistry calculation of 12 unconnected molecules or ions with the total composition C43H71NO17, from the OMol25 dataset.

Each line ends with the Löwdin charge.
Geometry (Å):
C -2.52274 2.08775 5.75474  -0.007
H 1.47352 -3.82356 -2.63653  0.074
C -1.62485 6.04808 -1.44431  -0.465
H 0.77153 0.03531 -6.31430  0.130
H 7.28586 -0.13454 -2.87738  0.124
H -6.84735 0.48309 -1.08123  0.120
C 0.37606 -1.12947 -4.57738  -0.473
O -4.02518 -2.37042 -0.86130  0.032
H -1.51822 -5.42421 -2.77570  0.086
O 0.43067 -2.32009 -4.75283  0.110
H 0.35713 -3.62537 5.79905  0.149
C 2.06302 -3.01284 4.63743  -0.137
H 0.17819 2.04915 -5.31390  0.115
H 2.97869 -5.26009 3.19333  0.066
H 6.73261 0.01938 -1.14859  0.119
H 1.37321 -0.75831 0.30143  0.122
H 1.88431 -5.41035 -1.85872  0.078
H -1.19263 1.29065 -4.32894  0.112
C -1.14787 0.67214 -0.51424  -0.526
H 3.16513 -1.46388 3.45130  0.085
H 0.66018 5.53404 1.82521  0.092
H 1.74963 1.38685 -3.75196  0.128
O 3.41515 -5.80256 0.31571  0.052
O -0.63986 5.14985 -1.16890  -0.013
C 2.34943 -1.79706 4.07349  -0.098
H 0.27693 1.39532 -2.75426  0.079
H -0.35020 -1.86990 1.57949  0.112
C 5.68608 1.26798 -2.38916  -0.499
C -1.46396 4.57966 -3.33251  -0.128
H 0.62481 4.92903 -2.76742  0.129
H -1.76369 2.46279 5.06760  0.060
O 4.39700 -0.52355 1.02988  0.093
H -4.15476 1.80187 -1.94153  0.103
O 6.14161 2.35851 -2.66017  0.101
H -0.11558 3.40740 -2.07960  0.093
H -2.67177 -0.60466 0.38522  0.108
C 4.58845 0.64273 1.29310  -0.488
C 1.00433 4.50798 1.95949  -0.017
O 5.45933 1.38544 0.64971  0.012
H 3.54601 -0.58424 -1.31282  0.106
H -1.53653 4.32825 1.29186  0.105
C 1.10043 -4.79075 -2.28872  -0.014
O -2.80677 -0.28898 6.27107  0.052
O -0.02786 -3.77466 -0.46283  0.045
C -1.09196 3.33319 1.26801  -0.001
O -1.88716 6.99389 -0.72646  0.100
C 3.22002 -3.47493 0.77121  -0.010
O -1.76756 1.34442 -1.29040  0.093
C -0.26522 4.44677 -2.36496  -0.134
C 1.19992 -1.01708 4.28159  -0.118
H -2.13636 2.36418 6.73346  0.082
C -4.65921 -2.91745 0.03055  -0.479
C -1.33300 -5.33944 -1.70884  -0.004
H -5.49201 2.50524 -1.09939  0.126
H -3.27960 5.41909 -2.60019  0.126
O 0.08676 0.93520 -0.15908  0.011
H 4.35027 3.54402 2.77905  0.119
C -2.73192 0.59265 5.44741  -0.483
C -0.09503 -4.54678 -1.39681  -0.479
H 3.43863 -0.65541 -3.08560  0.116
H -0.90823 -0.26718 2.16136  0.080
H -3.55245 2.42042 5.61063  0.093
H -5.68366 -0.41812 -3.73557  0.129
H -6.25744 -1.53609 0.33809  0.072
C 0.65508 -0.07494 0.74984  -0.077
C -2.26862 5.78289 -2.77577  -0.055
H 4.50591 1.28461 3.33066  0.140
C 0.76512 0.94142 -3.61370  -0.145
C -6.41440 0.08649 -3.09838  -0.151
C -0.05808 -0.09082 -5.61901  -0.061
O 4.37673 1.00676 -2.26970  0.025
H 2.62526 -3.92916 4.61158  0.081
H 2.40449 -3.33618 0.06248  0.062
H -0.69842 3.05104 0.29841  0.065
H -6.61246 -3.08802 -0.58480  0.096
C -0.56092 -0.84111 1.30167  -0.123
H -1.72476 2.57164 1.72930  0.087
H -2.15508 -4.83832 -1.20150  0.053
C -6.12107 -2.61096 0.26526  -0.008
C 3.93076 1.43236 2.41283  -0.063
H -1.13952 -6.28770 -1.20152  0.102
H 1.07329 0.55936 1.52627  0.090
H 2.88467 1.18750 2.56132  0.098
C 5.70650 2.61979 1.34028  -0.093
H -4.04229 0.52630 3.74728  0.091
C 5.37531 -1.12919 -2.35104  -0.122
C 6.44601 -0.00489 -2.20291  -0.063
O -6.59610 1.32799 -3.82925  0.016
H 4.15799 -3.04442 0.42222  0.080
C -2.99008 0.33643 3.97054  -0.024
H 2.87842 -2.95119 1.66600  0.052
C -5.90412 2.32646 -3.19296  -0.460
H -7.29717 -0.55137 -3.10902  0.124
O 0.25136 2.65441 3.16331  0.037
C 4.06737 -0.36248 -2.24322  -0.170
H -6.46531 -3.14052 1.15292  0.078
H 5.62284 -1.54287 -3.33091  0.109
H -2.36762 1.09826 3.50098  0.050
C 0.35049 -1.67343 5.14842  -0.114
H 6.09669 3.44802 0.75464  0.132
H -1.04816 4.79392 -4.31538  0.110
C 4.29298 2.82812 1.96005  -0.140
H 4.43603 -6.12246 2.76053  0.085
C 0.01259 3.42839 2.24162  -0.491
H 1.00356 -0.02830 3.89010  0.077
H -0.99987 -0.34831 -6.09602  0.124
H -2.81380 -0.69146 3.66202  0.078
H -5.21679 -0.20566 -1.36306  0.090
O 0.78037 -0.48885 -3.47108  0.019
C -5.97075 0.49600 -1.72726  -0.172
H -3.84344 -3.41822 1.90853  0.090
H 0.74024 -5.15238 -3.25476  0.074
C 3.86259 -5.21783 2.55572  -0.035
C -5.24322 1.81504 -1.90572  -0.061
H -2.89179 -3.97179 0.57960  0.058
H 1.47985 4.19473 1.02537  0.087
H 5.47992 -1.97681 -1.67687  0.106
C -0.21137 1.17986 -4.78549  -0.144
H 1.76780 4.59401 2.73261  0.079
H -1.55047 -1.33700 -0.63706  0.119
C -3.91863 -3.89328 0.92777  -0.008
H -4.47447 -4.83000 0.88941  0.092
H -2.10344 3.70059 -3.31584  0.100
H -2.22197 6.64758 -3.43142  0.129
C -1.60065 -0.62541 0.19348  -0.052
H -0.49706 -1.43205 5.77100  0.100
O -5.85801 3.46008 -3.59159  0.103
N 0.88947 -2.91084 5.33419  0.012
H 6.52618 2.26211 1.97205  0.134
C 3.46940 -4.91376 1.15000  -0.469
H 3.63326 3.12730 1.14562  0.113
H 4.51709 -4.48784 3.04140  0.087

Values from the calculation:
spin multiplicity	1
HOMO level	-8.33	eV
DFT total energy	-82039.4668	eV
LUMO level	0.283	eV
SMILES	c1cc[nH]c1.O=C1CCCO1.O=C1CCCO1.O=C1CCCO1.O=C1CCCO1.O=C1CCCO1.O=C1CCCO1.CC(C)=O.CC(C)=O.CC(C)=O.CC(C)=O.CC(C)=O